Entry 1:
{
  "formula": "C6H8F4O3S",
  "method": "the ωB97M-V functional and the def2-TZVPD basis",
  "spin_multiplicity": 1,
  "total_charge": 0,
  "relative_energy_ev": 4.821,
  "lumo_ev": [-1.08, -1.08],
  "orbital_gap_ha": [0.30507, 0.30513],
  "largest_force_ev_per_a": 5.37,
  "elements": ["C", "C", "C", "C", "C", "C", "O", "O", "O", "F", "F", "F", "F", "S", "H", "H", "H", "H", "H", "H", "H", "H"],
  "coordinates": [[-0.503790, -0.420398, 0.702414], [-1.578779, 0.468318, -1.339310], [3.042242, -1.277963, 0.780192], [0.834400, -0.853954, 0.158425], [1.821541, -0.537598, 1.284348], [-3.082177, 0.559165, -1.199002], [-1.603584, 3.081801, -0.012608], [0.492599, 1.962648, -0.755583], [-0.875368, 0.781087, 1.034056], [-1.199008, 0.687659, -2.639288], [-3.255353, 0.523687, 0.132474], [-3.586373, 1.741730, -1.522743], [-3.797513, -0.366666, -1.859055], [-0.858648, 1.906769, -0.369179], [-1.245784, -1.017406, 1.140113], [2.762126, -2.367058, 0.363456], [3.946441, -1.386471, 1.400723], [3.350530, -0.620167, -0.042111], [0.748940, -1.853544, -0.122403], [0.970730, -0.362029, -0.722192], [2.015027, 0.445654, 1.395486], [1.601801, -1.095265, 2.191790]],
  "forces_ev_per_a": [[-0.74, 1.64, -2.17], [0.70, -0.01, -0.11], [1.19, -1.40, -1.73], [-2.72, 1.30, 3.24], [0.40, -5.32, -0.66], [0.29, 0.49, 0.33], [0.76, -1.20, -0.02], [1.39, 0.55, -0.38], [0.95, 1.63, 0.25], [-0.31, -0.21, 0.22], [-1.07, -1.19, 0.55], [-0.46, 0.77, -1.14], [0.59, 0.07, 0.66], [-1.44, -0.82, 0.69], [-0.47, -1.99, 0.49], [0.73, 2.51, 0.93], [-0.68, 0.14, 0.27], [0.42, -0.76, -0.42], [0.04, -1.91, 0.14], [1.01, 1.82, -2.20], [0.29, 3.23, 0.61], [-0.86, 0.68, 0.42]],
  "mulliken_charge": [-0.2309, -0.2294, -1.1578, -0.8432, -0.3020, 0.8987, -0.5484, -0.5359, -0.4334, -0.2911, -0.2539, -0.2507, -0.2587, 1.1095, 0.6497, 0.2542, 0.3622, 0.2804, 0.5866, 0.4948, 0.3736, 0.3258]
}



Entry 2:
{
  "formula": "CH4O2",
  "method": "the ωB97M-V functional and the def2-TZVPD basis",
  "spin_multiplicity": 1,
  "total_charge": 0,
  "relative_energy_ev": 0.140,
  "smiles": "C=O.O",
  "lumo_ev": 0.59,
  "orbital_gap_ha": 0.40948,
  "largest_force_ev_per_a": 0.58,
  "elements": ["C", "O", "H", "H", "O", "H", "H"],
  "coordinates": [[-1.518670, -0.503023, -0.495918], [-0.857698, -0.359426, 0.497683], [-1.276372, -1.268685, -1.255392], [-2.402191, 0.118980, -0.698657], [2.275618, 0.369865, 0.748805], [2.427019, 1.150345, 0.199697], [1.352292, 0.491944, 1.003781]],
  "forces_ev_per_a": [[0.20, -0.11, 0.15], [-0.11, 0.04, -0.21], [0.04, 0.02, 0.07], [-0.11, 0.10, 0.00], [-0.24, 0.50, -0.18], [0.23, -0.19, 0.06], [-0.02, -0.36, 0.10]],
  "mulliken_charge": [-0.0718, -0.3773, 0.2219, 0.2240, -0.6317, 0.3119, 0.3230]
}



Entry 3:
{
  "formula": "C35H27BiN9O2S",
  "method": "the ωB97M-V functional and the def2-TZVPD basis",
  "spin_multiplicity": 1,
  "total_charge": 1,
  "relative_energy_ev": 1.068,
  "lumo_ev": -3.36,
  "orbital_gap_ha": 0.24954,
  "largest_force_ev_per_a": 3.16,
  "elements": ["Bi", "N", "C", "S", "N", "N", "C", "C", "C", "C", "C", "C", "C", "C", "C", "C", "C", "C", "N", "H", "H", "H", "H", "H", "H", "H", "H", "H", "H", "H", "C", "O", "C", "C", "C", "C", "C", "C", "N", "N", "C", "C", "C", "C", "O", "C", "N", "C", "C", "C", "C", "H", "H", "H", "H", "H", "H", "H", "H", "H", "H", "H", "H", "N", "C", "C", "C", "C", "C", "N", "C", "H", "H", "H", "H"],
  "coordinates": [[0.969309, 0.071586, -1.986915], [-1.164929, 4.114411, -2.721678], [-0.501933, 3.076454, -2.218459], [-1.245552, 1.481740, -2.227170], [0.646560, 3.430146, -1.767726], [1.530628, 2.401199, -1.413467], [2.695494, 2.744046, -0.955368], [3.059358, 4.197122, -0.735453], [4.163398, 4.723338, -1.396924], [4.457481, 6.094283, -1.240880], [3.597741, 6.908688, -0.476010], [2.615633, 6.347478, 0.283086], [2.317982, 5.019041, 0.115000], [3.735812, 1.681728, -0.747597], [4.919739, 1.964626, -0.062140], [5.868019, 0.980926, -0.052151], [5.562434, -0.330619, -0.632989], [4.331084, -0.481975, -1.229109], [3.417168, 0.505806, -1.297877], [-2.078423, 4.127852, -3.141917], [-0.644438, 5.007168, -2.888663], [4.761677, 4.070043, -1.916854], [5.324763, 6.506489, -1.645837], [3.718469, 8.012682, -0.367758], [2.054022, 6.941806, 0.995875], [1.539351, 4.554096, 0.676275], [5.010958, 2.980072, 0.283466], [6.886927, 1.135007, 0.424097], [6.326884, -1.080570, -0.660840], [4.048891, -1.435732, -1.673556], [-6.083718, 2.047760, 1.923614], [-6.415228, 0.862779, 1.265859], [-5.713277, -0.253080, 1.742012], [-6.251748, -1.516246, 1.490766], [-5.518696, -2.638338, 1.784072], [-4.291750, -2.487567, 2.418735], [-3.814640, -1.196291, 2.729319], [-4.532886, -0.065048, 2.438111], [-3.555767, -3.668690, 2.797832], [-2.355678, -3.895767, 2.567902], [-1.511707, -2.981045, 1.917169], [-0.554554, -2.315285, 2.635361], [0.370776, -1.427634, 2.066253], [0.304276, -1.139619, 0.728636], [1.002776, -0.132919, 0.144415], [-0.746278, -1.780212, -0.026908], [-0.821737, -1.457703, -1.358438], [-1.766065, -1.988899, -2.148371], [-2.690388, -2.915553, -1.712476], [-2.642583, -3.289495, -0.368201], [-1.639767, -2.724146, 0.521114], [-6.790879, 2.869638, 1.802947], [-5.149539, 2.503139, 1.448839], [-5.866452, 1.812634, 2.980367], [-7.195816, -1.597024, 1.009072], [-5.886480, -3.587507, 1.607955], [-2.859879, -1.105501, 3.297792], [-4.065082, 0.829225, 2.711919], [-0.485938, -2.512226, 3.669619], [1.106496, -0.868117, 2.669625], [-1.829207, -1.721238, -3.198348], [-3.403455, -3.208422, -2.403474], [-3.416903, -3.913453, -0.005932], [1.920153, -4.582871, 2.769248], [1.876395, -4.521542, 1.600409], [1.721073, -4.328546, 0.183513], [1.014973, -5.205719, -0.643553], [0.751118, -4.824617, -1.975264], [1.261930, -3.644319, -2.425369], [1.957557, -2.768216, -1.626779], [2.131062, -3.115575, -0.314504], [0.607078, -6.152141, -0.281656], [0.203000, -5.483489, -2.588512], [1.177482, -3.298066, -3.489182], [2.525454, -2.361955, 0.324011]],
  "forces_ev_per_a": [[-0.24, 0.40, 0.59], [-0.56, 2.50, -1.13], [-0.48, -0.48, -0.29], [0.26, 0.25, 0.08], [2.69, -0.99, 1.00], [-0.18, 0.50, -0.14], [-0.48, 0.90, -0.06], [-0.23, -0.32, -0.03], [-1.15, 2.22, 1.70], [-1.90, -0.80, 0.73], [1.49, 1.06, -0.31], [-0.93, -0.20, 0.25], [0.14, -1.12, -0.03], [-1.40, 0.13, -0.38], [-0.71, -0.13, -0.94], [1.42, -2.34, 0.18], [0.31, 3.05, 0.75], [-0.08, -0.28, 0.01], [1.11, -0.08, 0.49], [-0.01, -0.74, 0.20], [-0.50, -1.47, 0.59], [1.50, -1.10, -1.42], [1.16, 0.60, -0.90], [0.39, -1.08, -0.32], [-0.04, -0.02, -0.18], [-0.57, -0.10, 0.31], [0.47, -0.07, 0.39], [-1.48, -0.17, -0.67], [0.04, -0.36, 0.07], [-0.02, 0.25, 0.01], [2.09, 1.33, -0.10], [-0.33, -1.55, 0.29], [-1.12, 1.83, -0.60], [0.66, 0.70, -0.32], [0.94, 1.38, 1.09], [1.53, 0.95, 0.01], [1.00, -1.49, 0.95], [0.11, -1.84, -0.44], [-0.33, -0.72, -0.36], [-1.00, -0.26, 0.79], [0.01, 1.14, -0.70], [0.18, -0.48, -0.68], [0.52, 0.81, -0.14], [-1.28, 0.93, -0.61], [0.08, -0.88, -0.14], [0.26, -0.15, -1.12], [-0.72, -0.42, -0.45], [1.28, 0.60, 0.46], [1.25, 0.37, 2.82], [1.02, 1.37, -0.51], [-0.72, -0.36, -0.65], [-0.63, -0.73, 0.03], [-0.71, -0.68, 0.71], [-0.35, 0.64, -0.32], [-0.61, 0.07, -0.32], [-0.75, -1.83, -0.38], [-0.90, -0.07, -0.61], [0.08, 1.37, 0.08], [0.05, -0.23, 1.05], [-0.50, -0.53, -0.21], [0.46, 0.44, 0.08], [-1.42, -0.91, -0.88], [-0.39, -0.74, 0.57], [0.06, 0.07, -2.70], [-0.10, -0.38, 2.69], [-0.58, -0.66, 0.31], [-0.35, 0.18, -0.53], [0.69, -0.45, 1.80], [1.36, 2.14, -0.33], [-0.70, -1.21, 0.84], [-0.44, 0.51, -2.81], [0.28, 0.34, 0.07], [-0.52, -0.51, -0.74], [-0.12, -0.51, 1.10], [0.60, 0.37, 0.34]],
  "mulliken_charge": [1.1009, -0.4043, 0.6098, -0.5094, -0.9439, 0.7225, 0.0717, -0.2082, -0.2978, -0.8441, -0.4365, -0.5815, -0.1676, 0.4023, -0.6616, -0.4793, -0.9420, -0.2895, -0.0367, 0.1886, 0.2459, 0.7399, 0.4693, 0.3346, 0.3968, 0.4519, 0.6586, 0.3581, 0.4721, 0.6370, -0.7000, -0.4466, 0.5736, -0.7375, -0.4264, 0.1462, -0.3829, -0.3676, -0.5494, -0.3805, 0.1716, -0.7408, -0.4889, 0.2430, -0.5269, 1.0715, -0.3216, -0.5815, -1.2737, -0.7625, 0.9001, 0.2757, 0.2294, 0.3323, 0.4651, 0.6141, 0.3507, 0.5347, 0.5555, 0.4553, 0.4895, 0.6269, 0.5884, -0.5429, -0.0823, 0.0996, -0.2404, -0.6732, -0.5248, -0.2605, -0.1233, 0.4898, 0.5216, 0.4178, 0.9241]
}



Entry 4:
{
  "formula": "C2F2IO2",
  "method": "the ωB97M-V functional and the def2-TZVPD basis",
  "spin_multiplicity": 1,
  "total_charge": -1,
  "relative_energy_ev": 0.727,
  "lumo_ev": 3.30,
  "orbital_gap_ha": 0.24754,
  "largest_force_ev_per_a": 3.92,
  "elements": ["C", "C", "O", "O", "F", "F", "I"],
  "coordinates": [[1.561395, -0.659581, -0.454188], [-0.760371, 0.351481, 0.179243], [1.463527, -1.768682, -0.862748], [1.958043, 0.265419, 0.078977], [-0.799412, 0.280883, 1.580471], [-0.643399, 1.798875, 0.071538], [-2.779785, -0.268397, -0.593295]],
  "forces_ev_per_a": [[-0.61, -3.86, -0.35], [1.68, 1.45, 0.90], [-0.40, 1.55, -0.14], [1.14, 2.54, 0.68], [-0.43, -0.39, -0.66], [-0.58, -1.40, -0.39], [-0.80, 0.10, -0.04]],
  "mulliken_charge": [0.7131, -0.1590, -0.4322, -0.2998, -0.2150, -0.2559, -0.3511]
}